2 unconnected molecules or ions with the total composition C4H7NOS at a distorted geometry, computed with ωB97M-V/def2-TZVPD.

HOMO level (spin up / spin down)	-8.25 / -7.56	eV
gap between HOMO and LUMO (spin up / spin down)	8.2 / 7.9	eV
energy above the lowest of the compared OMol25 structures with the same formula, charge and spin	4.937	eV
LUMO level (spin up / spin down)	-0.05 / 0.33	eV

Structure (ORCA input):
```
! RIJCOSX wB97M-V def2-TZVPD def2/J DEFGRID3
* xyz 0 1
C 0.87452 1.28331 -0.75229
C 1.06654 1.25075 0.75653
C -0.73597 0.04438 -0.09413
C -0.00207 -2.24030 -0.48558
N -0.13278 0.64268 -1.13519
O -0.05991 0.43270 1.11235
S -2.56836 0.18187 0.02857
H 1.49162 1.88499 -1.50287
H 1.96842 0.62016 0.95709
H 0.83668 2.20002 1.18739
H 0.88412 -1.82120 -0.89805
H -0.96025 -2.19004 -1.06460
H 0.05648 -2.18169 0.61897
H -2.71904 -0.10763 1.27180
*
```

Mulliken population analysis, charges in e, atoms 1 to 8: number 1, C, carries -0.20; number 2, C, carries -0.11; number 3, C, carries 0.21; number 4, C, carries -0.70; number 5, N, carries -0.35; number 6, O, carries -0.37; number 7, S, carries -0.26; number 8, H, carries 0.34



2 unconnected molecules or ions with the total composition C4H7NOS at a distorted geometry, computed with ωB97M-V/def2-TZVPD.

HOMO level	-9.19	eV
gap between HOMO and LUMO	9.9	eV
energy above the lowest of the compared OMol25 structures with the same formula, charge and spin	0.812	eV
LUMO level	0.75	eV

Structure (ORCA input):
```
! RIJCOSX wB97M-V def2-TZVPD def2/J DEFGRID3
* xyz 0 1
C -0.96426 0.27675 1.79857
C -0.64000 0.54484 0.37906
N 0.20046 -0.05028 -0.35605
C 0.26443 0.49470 -1.60231
C -0.63546 1.43027 -1.78948
S -1.50766 1.88434 -0.42944
H -1.19849 1.17984 2.28581
H -0.05670 -0.15202 2.24616
H -1.73732 -0.41380 2.05939
H 0.86517 0.02252 -2.31979
H -0.84420 2.10475 -2.63213
O 2.04455 -2.31752 0.48219
H 2.51776 -3.05612 0.24430
H 1.69173 -1.94827 -0.36627
*
```

Mulliken population analysis, charges in e, atoms 1 to 8: number 1, C, carries -1.02; number 2, C, carries 0.52; number 3, N, carries -0.32; number 4, C, carries -0.55; number 5, C, carries -0.17; number 6, S, carries -0.15; number 7, H, carries 0.35; number 8, H, carries 0.28



2 unconnected molecules or ions with the total composition C4H7NOS at a distorted geometry, computed with ωB97M-V/def2-TZVPD.

HOMO level	-8.00	eV
gap between HOMO and LUMO	8.6	eV
energy above the lowest of the compared OMol25 structures with the same formula, charge and spin	5.246	eV
LUMO level	0.65	eV

Structure (ORCA input):
```
! RIJCOSX wB97M-V def2-TZVPD def2/J DEFGRID3
* xyz 0 1
C -0.77918 1.74395 -0.99143
C 0.26325 0.93579 -0.72245
C -0.63089 -1.89539 1.39409
C 0.32583 -0.02130 0.38829
N 1.15842 1.17562 -1.75590
O -0.80175 -0.70886 0.55529
S 0.01196 2.24610 -2.48492
H -1.51371 2.29630 -0.54783
H -0.78008 -1.70887 2.43674
H 0.38577 -2.17050 1.19283
H -1.29108 -2.69685 1.01618
H 1.37144 -0.67153 0.32048
H 0.77442 0.97360 1.60931
H 1.50560 0.50194 -2.41069
*
```

Mulliken population analysis, charges in e, atoms 1 to 8: number 1, C, carries -0.24; number 2, C, carries 0.08; number 3, C, carries -0.61; number 4, C, carries -0.40; number 5, N, carries -0.45; number 6, O, carries -0.20; number 7, S, carries -0.10; number 8, H, carries 0.46



A single C4H7NOS molecule at a distorted geometry, computed with ωB97M-V/def2-TZVPD.

HOMO level (spin up / spin down)	-8.18 / -8.57	eV
gap between HOMO and LUMO (spin up / spin down)	6.9 / 7.7	eV
energy above the lowest of the compared OMol25 structures with the same formula, charge and spin	6.158	eV
LUMO level (spin up / spin down)	-1.30 / -0.89	eV

Structure (ORCA input):
```
! RIJCOSX wB97M-V def2-TZVPD def2/J DEFGRID3
* xyz 0 1
C 0.81192 1.39433 0.81153
S 0.33358 2.20667 -0.63192
O -0.99683 2.79821 -0.39335
C -0.14674 0.75439 -1.65843
C -0.18266 -0.48022 -1.14929
N 0.33038 -0.85778 -0.03004
C -0.06010 -1.76747 0.94927
H 0.15966 1.23756 1.66454
H 1.83120 1.35793 1.04208
H -0.55690 0.75737 -2.55408
H -0.83608 -1.18695 -1.63624
H 0.74103 -2.25163 1.47835
H -0.69859 -1.32262 1.59257
H -0.72986 -2.63979 0.51502
*
```

Mulliken population analysis, charges in e, atoms 1 to 8: number 1, C, carries -0.61; number 2, S, carries 0.35; number 3, O, carries -0.59; number 4, C, carries -0.85; number 5, C, carries 0.37; number 6, N, carries -0.34; number 7, C, carries -0.84; number 8, H, carries 0.35



A molecular structure, C4H7NOSi at a distorted geometry, computed with ωB97M-V/def2-TZVPD.

HOMO level	-8.41	eV
gap between HOMO and LUMO	7.7	eV
energy above the lowest of the compared OMol25 structures with the same formula, charge and spin	4.417	eV
LUMO level	-0.75	eV

Structure (ORCA input):
```
! RIJCOSX wB97M-V def2-TZVPD def2/J DEFGRID3
* xyz 0 1
C -2.03336 -1.81597 -0.12574
C -2.36807 -0.94400 -1.09465
C -0.36991 -0.52392 -0.52481
C 1.87425 1.59205 -0.21090
N -0.70084 -1.50879 0.26741
O -1.34324 -0.14676 -1.35688
Si 1.45748 -0.14252 -1.00222
H -2.67578 -2.47321 0.34727
H -3.29923 -0.72745 -1.61340
H 2.55256 1.49809 0.64712
H 2.60135 1.97854 -0.94301
H 1.09769 2.27034 0.16176
H 1.28763 0.51131 2.95235
H 1.91947 0.43228 2.49570
*
```

Mulliken population analysis, charges in e, atoms 1 to 8: number 1, C, carries -0.43; number 2, C, carries -0.02; number 3, C, carries 0.55; number 4, C, carries -1.02; number 5, N, carries -0.52; number 6, O, carries -0.30; number 7, Si, carries -0.01; number 8, H, carries 0.40



2 unconnected molecules or ions with the total composition C4H7NP2 at a distorted geometry, computed with ωB97M-V/def2-TZVPD.

HOMO level	-9.31	eV
gap between HOMO and LUMO	9.5	eV
energy above the lowest of the compared OMol25 structures with the same formula, charge and spin	3.145	eV
LUMO level	0.14	eV

Structure (ORCA input):
```
! RIJCOSX wB97M-V def2-TZVPD def2/J DEFGRID3
* xyz 0 1
H -0.46558 -0.35388 1.70782
N -0.07538 -0.71469 0.88842
C -0.08906 0.18588 -0.02873
P -0.90277 1.86391 0.12206
C 0.58298 -0.23005 -1.24031
C 1.70453 -1.02911 -1.28596
H 0.24899 2.61038 -0.07466
H -0.68204 2.21811 1.56740
H 0.50896 0.28561 -2.28803
H 2.29997 -1.00425 -2.20088
H 2.07590 -1.52521 -0.39375
C -3.36942 -0.49720 0.52876
P -3.65684 0.15491 -0.84809
H -3.00050 -1.06503 1.42613
*
```

Mulliken population analysis, charges in e, atoms 1 to 8: number 1, H, carries 0.29; number 2, N, carries -0.67; number 3, C, carries 0.43; number 4, P, carries -0.11; number 5, C, carries -0.19; number 6, C, carries -0.69; number 7, H, carries 0.07; number 8, H, carries 0.06



2 unconnected molecules or ions with the total composition C4H7NS at a distorted geometry, computed with ωB97M-V/def2-TZVPD.

HOMO level	-7.56	eV
gap between HOMO and LUMO	7.3	eV
energy above the lowest of the compared OMol25 structures with the same formula, charge and spin	5.911	eV
LUMO level	-0.26	eV

Structure (ORCA input):
```
! RIJCOSX wB97M-V def2-TZVPD def2/J DEFGRID3
* xyz 0 1
C 1.38925 -0.14412 -0.06742
C 2.39296 -0.87276 -0.43607
C -2.36029 0.46918 -0.73323
C 0.50784 0.84636 0.32991
N 0.26114 -0.54428 0.81661
S -3.27453 -0.55447 0.12126
H 3.22048 -0.33682 -0.90359
H 2.41325 -1.91558 -0.60266
H -1.25674 0.65094 -0.45648
H -2.75407 1.17895 -1.44649
H 0.82025 1.53123 0.97278
H 0.43346 -1.01543 1.72432
H -0.66735 -0.99125 0.59983
*
```

Mulliken population analysis, charges in e, atoms 1 to 8: number 1, C, carries 0.64; number 2, C, carries -0.83; number 3, C, carries -0.09; number 4, C, carries -0.89; number 5, N, carries -0.26; number 6, S, carries -0.24; number 7, H, carries 0.22; number 8, H, carries 0.31



A single C4H7NS molecule at a distorted geometry, computed with ωB97M-V/def2-TZVPD.

HOMO level	-8.17	eV
gap between HOMO and LUMO	9.1	eV
energy above the lowest of the compared OMol25 structures with the same formula, charge and spin	3.838	eV
LUMO level	0.90	eV

Structure (ORCA input):
```
! RIJCOSX wB97M-V def2-TZVPD def2/J DEFGRID3
* xyz 0 1
C 0.66491 -1.16983 0.49741
C -0.41608 -0.45928 0.22510
C 0.58110 1.43335 -0.34554
C -1.88844 -0.59298 0.24980
N 1.87495 0.93586 -0.68159
S 2.31260 -0.37056 0.43627
H 0.91782 -2.23231 0.74352
H 0.02083 2.09969 -1.04842
H 0.63490 1.92191 0.62979
H -2.31872 0.31092 0.69425
H -2.00008 -1.59289 0.96634
H -2.36688 -0.78291 -0.72551
H 1.98309 0.49902 -1.64143
*
```

Mulliken population analysis, charges in e, atoms 1 to 8: number 1, C, carries -0.13; number 2, C, carries 0.00; number 3, C, carries -0.51; number 4, C, carries -0.85; number 5, N, carries -0.40; number 6, S, carries -0.04; number 7, H, carries 0.30; number 8, H, carries 0.31